No. 1
ORCA calculation (ωB97M-V/def2-TZVPD) on a single C5H6N2O molecule in a non-equilibrium geometry.

CARTESIAN COORDINATES (ANGSTROEM)
C  -0.95141  0.27653  1.60791
C  -0.54030  0.66274  0.37221
C  -1.04053  1.87669  -0.24927
N  -1.56533  2.82988  -0.60883
N  0.30217  -0.14979  -0.39782
C  0.90023  -1.32043  0.22952
C  0.58697  0.09667  -1.72922
O  0.27914  1.09673  -2.30708
H  -1.65421  0.87281  2.14354
H  -0.68003  -0.74321  2.02922
H  1.55665  -0.92428  1.05568
H  0.11926  -2.00588  0.61669
H  1.45880  -1.86967  -0.50044
H  1.22861  -0.69879  -2.26211

Calculated values
- frontier orbital gap (eV) = 9.761
- energy relative to the best compared isomer or geometry (same formula, charge and spin) (eV) = 1.065
- multiplicity = 1
- LUMO level (Eh) = 0.012
- SMILES = C=C(C#N)N(C)C=O

=====

No. 2
ORCA calculation (ωB97M-V/def2-TZVPD) on a molecular structure, C55H54N6O5PPdS3Se in a non-equilibrium geometry.

CARTESIAN COORDINATES (ANGSTROEM)
Pd  0.08560  -0.09210  0.05480
N  1.99960  0.15980  -0.06310
S  3.38010  0.58700  -0.24860
N  3.63250  2.16470  -0.64940
S  2.81790  2.78590  -1.84190
N  1.42920  3.43310  -1.56060
S  0.46050  3.17190  -0.26570
N  -0.17620  1.87110  -0.00850
C  1.39320  3.93750  1.06920
C  2.10390  5.08830  0.78460
C  2.73580  5.75550  1.81800
C  2.65810  5.25870  3.11140
C  1.94910  4.09750  3.37750
C  1.30020  3.43200  2.34930
C  -0.82920  4.38970  -0.52390
C  -1.90130  4.31610  0.35170
C  -2.92520  5.24060  0.24850
C  -2.86480  6.22160  -0.72900
C  -1.79660  6.27220  -1.61120
C  -0.76570  5.35220  -1.51210
C  2.53860  1.55210  -3.11000
C  1.30540  0.91720  -3.15260
C  1.08070  -0.03710  -4.13000
C  2.07430  -0.33210  -5.05190
C  3.29790  0.32220  -5.00540
C  3.53930  1.27080  -4.02860
C  3.88130  4.07610  -2.43270
C  5.24520  4.00330  -2.14480
C  6.09590  4.97150  -2.63330
C  5.59900  6.01100  -3.41250
C  4.23710  6.08320  -3.68820
C  3.37340  5.12050  -3.20740
C  4.26920  -0.42570  -1.45280
C  3.60850  -1.48660  -2.04390
C  4.32120  -2.35180  -2.85660
C  5.67640  -2.14480  -3.06500
C  6.32410  -1.06680  -2.47970
C  5.61770  -0.20040  -1.66260
C  4.46530  0.33240  1.16260
C  5.25490  1.31260  1.72650
C  6.10070  0.96840  2.77160
C  6.16040  -0.34310  3.21590
C  5.36240  -1.31830  2.63590
C  4.50030  -0.97790  1.61080
H  2.14580  5.44920  -0.23150
H  3.27840  6.66620  1.61620
H  3.14660  5.78590  3.91650
H  1.89390  3.71470  4.38540
H  0.71430  2.54140  2.51130
H  -1.90890  3.53660  1.09580
H  -3.76310  5.19540  0.92670
H  -3.65870  6.94780  -0.80560
H  -1.76310  7.02930  -2.37870
H  0.07530  5.36360  -2.18670
H  0.52900  1.16420  -2.43200
H  0.13600  -0.55510  -4.14770
H  1.89390  -1.07150  -5.81590
H  4.06360  0.09770  -5.73120
H  4.48540  1.78880  -3.97370
H  5.59840  3.19530  -1.52510
H  7.14970  4.92030  -2.40740
H  6.26880  6.76130  -3.80000
H  3.85340  6.89610  -4.28450
H  2.31520  5.15610  -3.41150
H  2.55340  -1.61910  -1.85210
H  3.82130  -3.19030  -3.31590
H  6.23540  -2.83550  -3.67770
H  7.37840  -0.90960  -2.64960
H  6.09890  0.63590  -1.17850
H  5.19850  2.31950  1.34290
H  6.71130  1.72310  3.23980
H  6.82770  -0.61040  4.02200
H  5.42110  -2.34200  2.96890
H  3.84550  -1.70100  1.15160
Se  -2.68750  1.14240  -0.76440
N  -1.85670  -0.24900  0.04770
C  -2.77030  -1.20220  0.33750
C  -2.52810  -2.44020  0.93490
C  -3.58010  -3.31930  1.11930
C  -4.88110  -2.97540  0.76050
C  -5.15870  -1.75080  0.19260
C  -4.11220  -0.84740  -0.04190
N  -4.26630  0.35300  -0.61360
H  -1.52580  -2.71220  1.22030
H  -3.38420  -4.29130  1.54730
H  -5.67860  -3.68490  0.92030
H  -6.15740  -1.47240  -0.10060
C  -0.43790  -2.07940  6.48250
C  -1.07370  -1.93520  5.10650
O  -0.59370  -0.74620  4.49450
P  -0.37490  -0.59820  2.86470
O  1.21800  -0.30040  2.78130
C  1.89940  0.46170  3.77610
C  2.61870  -0.43190  4.77590
O  -0.85630  0.98180  2.79660
C  -2.17030  1.36680  3.17960
C  -2.10530  2.58560  4.09110
H  -0.92400  -2.87760  7.03670
H  -0.55110  -1.15020  7.03520
H  0.62200  -2.30740  6.39890
H  -2.16170  -1.85570  5.20860
H  -0.84870  -2.80820  4.48760
H  1.18550  1.10260  4.29980
H  2.62720  1.08110  3.23960
H  1.90960  -0.85810  5.47630
H  3.34820  0.15780  5.32540
H  3.12980  -1.23330  4.25150
H  -2.66180  0.54440  3.70810
H  -2.75340  1.59010  2.27680
H  -1.48150  2.36580  4.95280
H  -3.10240  2.84000  4.44020
H  -1.68400  3.44510  3.57510
O  -0.18150  -1.77670  -2.02200
C  0.03680  -2.52820  -1.06330
O  0.33940  -2.06920  0.09630
C  -0.06580  -4.00830  -1.17190
C  -0.55710  -4.59640  -2.33210
C  -0.72370  -5.96780  -2.39120
C  -0.39930  -6.75610  -1.29830
C  0.10670  -6.17440  -0.14680
C  0.27340  -4.80490  -0.08130
H  -0.81570  -3.96580  -3.16890
H  -1.11270  -6.42500  -3.28810
H  -0.54800  -7.82490  -1.34170
H  0.36560  -6.79100  0.70090
H  0.65960  -4.33190  0.80900

Calculated values
- frontier orbital gap (eV) = 7.103
- energy relative to the best compared isomer or geometry (same formula, charge and spin) (eV) = 1.705
- multiplicity = 1
- LUMO level (Eh) = -0.104
- total charge = +1

=====

No. 3
ORCA calculation (ωB97M-V/def2-TZVPD) on a single C22H24ClN3O3 molecule.

CARTESIAN COORDINATES (ANGSTROEM)
O  2.09232  -1.75172  0.96438
C  1.50637  -0.80569  0.46567
N  1.05945  -0.77819  -0.79433
C  1.16962  -1.91050  -1.67932
C  -0.21324  -2.50934  -1.96657
N  -0.11328  -3.67935  -2.81797
C  -1.23760  -4.58735  -2.66793
C  -0.97461  -5.84275  -3.50000
O  -0.79959  -5.53032  -4.86165
C  0.26880  -4.62765  -5.02164
C  0.04155  -3.34403  -4.22316
C  1.29812  0.44532  1.28637
C  2.17020  0.64304  2.29115
C  2.18956  1.75004  3.23589
C  1.89302  3.06144  2.85593
C  1.91672  4.09207  3.77664
C  2.23536  3.82001  5.09794
Cl  2.24738  5.10261  6.25646
C  2.55923  2.53047  5.49468
C  2.54625  1.51033  4.56517
N  0.16921  1.28148  1.17651
C  -0.53426  1.77996  0.12893
O  -0.32559  1.50956  -1.04533
C  -1.64133  2.70189  0.51207
C  -1.63780  3.49259  1.65936
C  -2.70359  4.33452  1.92281
C  -3.78135  4.39571  1.05485
C  -3.78599  3.62221  -0.09421
C  -2.71954  2.78761  -0.36702
H  0.57724  0.05375  -1.13905
H  1.64797  -1.58697  -2.60746
H  1.79690  -2.66088  -1.19421
H  -0.86522  -1.73263  -2.40453
H  -0.64935  -2.81685  -1.01282
H  -1.33276  -4.86495  -1.61644
H  -2.18349  -4.12413  -3.00270
H  -1.82376  -6.52643  -3.44829
H  -0.07427  -6.34339  -3.11387
H  0.33146  -4.41266  -6.08984
H  1.20586  -5.09566  -4.68457
H  0.90406  -2.68887  -4.34750
H  -0.85545  -2.82816  -4.61274
H  2.91899  -0.12448  2.42884
H  1.68829  3.28649  1.81932
H  1.69457  5.10307  3.47195
H  2.82372  2.33372  6.52170
H  2.79949  0.50574  4.86826
H  -0.07806  1.67863  2.07517
H  -0.80036  3.49141  2.34347
H  -2.68962  4.94846  2.81098
H  -4.61113  5.05176  1.27073
H  -4.61898  3.67313  -0.77899
H  -2.70149  2.18593  -1.26309

Calculated values
- frontier orbital gap (eV) = 8.514
- energy relative to the best compared isomer or geometry (same formula, charge and spin) (eV) = 2.533
- multiplicity = 1
- LUMO level (Eh) = -0.003
- SMILES = O=C(NCCN1CCOCC1)/C(=C/c1ccc(Cl)cc1)NC(=O)c1ccccc1

=====

No. 4
ORCA calculation (ωB97M-V/def2-TZVPD) on a molecular structure, C62H56N2O2P2SiTeTi in a non-equilibrium geometry.

CARTESIAN COORDINATES (ANGSTROEM)
Ti  0.03289  -0.40761  0.02118
O  0.03134  1.45977  0.35706
C  0.56023  2.13231  1.37791
C  1.07845  3.41408  1.23004
C  1.64161  4.06645  2.32080
C  1.67884  3.46045  3.56814
C  1.09457  2.20811  3.73051
C  0.50989  1.55146  2.65867
C  -0.27459  0.29877  2.85143
N  0.05704  -0.77445  2.02073
C  -0.69504  -1.97958  2.34035
C  -0.43649  -3.05764  1.27312
N  0.24336  -2.50459  0.08498
C  -0.37037  -2.55160  -1.09346
C  -1.84430  -2.60971  -1.22494
C  -2.54438  -3.61665  -1.87406
C  -3.93197  -3.58005  -1.93373
C  -4.61412  -2.51469  -1.35216
C  -3.92934  -1.48348  -0.72389
C  -2.54101  -1.52735  -0.66596
O  -1.83068  -0.51296  -0.15485
H  1.02672  3.88836  0.25885
H  2.05587  5.05917  2.18846
H  2.13911  3.96108  4.40997
H  1.06696  1.74294  4.71037
H  -0.34570  0.02592  3.90423
H  -1.77244  -1.74460  2.36028
H  -0.44881  -2.34432  3.35036
H  -1.37941  -3.53463  0.99225
H  0.22073  -3.83140  1.67620
H  0.25269  -2.67942  -1.97740
H  -1.99795  -4.43404  -2.33286
H  -4.47478  -4.37177  -2.43386
H  -5.69595  -2.47942  -1.40168
H  -4.44261  -0.63532  -0.28937
C  2.20784  2.06602  -1.74939
Si  1.56737  0.30666  -2.11075
C  3.29187  -0.56750  -2.07155
C  4.11308  -0.77443  -3.19021
C  5.43692  -1.16123  -3.06511
C  5.99727  -1.34379  -1.80419
C  5.20061  -1.18741  -0.68593
C  3.85637  -0.83166  -0.81137
P  2.74803  -0.81424  0.66195
C  3.76119  0.17945  1.84650
C  4.09775  1.46891  1.42840
C  4.79524  2.33208  2.25434
C  5.18193  1.92473  3.52391
C  4.86959  0.64453  3.94666
C  4.16347  -0.21949  3.11664
C  2.94581  -2.53457  1.26586
C  3.34977  -3.57155  0.42763
C  3.39836  -4.87822  0.88896
C  3.05336  -5.17493  2.20085
C  2.62839  -4.15555  3.03889
C  2.55422  -2.85207  2.56623
C  1.15111  0.59856  -3.98379
C  2.07117  1.34603  -4.74422
C  1.80544  1.76265  -6.03493
C  0.57902  1.45914  -6.62455
C  -0.34516  0.73436  -5.90093
C  -0.06380  0.30149  -4.60033
P  -1.29455  -0.69120  -3.66949
C  -2.76904  0.39280  -3.74026
C  -2.91396  1.22707  -2.62852
C  -3.98374  2.10339  -2.53321
C  -4.93587  2.15109  -3.54265
C  -4.80168  1.32995  -4.65289
C  -3.72359  0.45977  -4.75152
C  -1.60968  -2.04865  -4.85632
C  -2.84573  -2.68031  -4.97666
C  -2.99317  -3.82251  -5.75331
C  -1.90092  -4.36933  -6.40891
C  -0.65621  -3.76623  -6.27522
C  -0.51305  -2.62251  -5.50659
H  3.19051  2.23541  -2.19813
H  1.50926  2.80892  -2.14236
H  2.28706  2.24559  -0.68025
H  3.70877  -0.62167  -4.18322
H  6.04241  -1.30749  -3.95232
H  7.03886  -1.62121  -1.69988
H  5.61712  -1.36353  0.30069
H  3.82118  1.80166  0.43735
H  5.02703  3.33038  1.90597
H  5.72030  2.60095  4.17592
H  5.17576  0.30440  4.92830
H  3.95798  -1.21732  3.47323
H  3.61957  -3.36183  -0.59891
H  3.70631  -5.66872  0.21601
H  3.09625  -6.19593  2.55890
H  2.32899  -4.37288  4.05668
H  2.14175  -2.08052  3.20408
H  3.02091  1.62225  -4.30379
H  2.54485  2.33904  -6.57861
H  0.35270  1.78990  -7.63062
H  -1.30377  0.49200  -6.34699
H  -2.19370  1.17083  -1.81705
H  -4.08003  2.73483  -1.65938
H  -5.78108  2.82311  -3.46281
H  -5.53459  1.36809  -5.44947
H  -3.62284  -0.15546  -5.63611
H  -3.69998  -2.30348  -4.43104
H  -3.96682  -4.29010  -5.83348
H  -2.01457  -5.26309  -7.00931
H  0.20934  -4.18978  -6.76956
H  0.46521  -2.16342  -5.41334
C  -3.30416  4.75542  7.66907
C  -3.12486  3.87147  6.46353
C  -3.30209  4.36076  5.17912
C  -3.12332  3.56293  4.05166
C  -3.32954  4.19060  2.69911
C  -2.75903  2.21643  4.20815
Te  -2.51065  1.03910  2.46381
C  -2.59828  1.70111  5.50494
C  -2.25166  0.26112  5.77695
C  -2.77893  2.53667  6.60374
H  -3.64063  5.75101  7.37921
H  -2.36744  4.86704  8.21986
H  -4.03993  4.34158  8.36185
H  -3.57868  5.40156  5.04249
H  -3.55700  5.25187  2.80626
H  -4.15080  3.71888  2.15588
H  -2.44233  4.07632  2.07388
H  -2.62445  -0.39276  4.98733
H  -2.67571  -0.05732  6.73049
H  -1.17075  0.11785  5.84068
H  -2.64989  2.12256  7.59981

Calculated values
- frontier orbital gap (alpha / beta) (eV) = 6.411 / 6.344
- energy relative to the best compared isomer or geometry (same formula, charge and spin) (eV) = 0.585
- multiplicity = 2
- LUMO level (alpha / beta) (Eh) = 0.089 / 0.086
- total charge = -1
- expectation value of S² = 0.758

=====

Among the records above, which one has the lowest energy relative to the best compared isomer or geometry (same formula, charge and spin)?
C62H56N2O2P2SiTeTi